# C38H36F12N12O38S12VY

A structure of composition C38H36F12N12O38S12VY in a non-equilibrium geometry (ωB97M-V/def2-TZVPD, OMol25).

HOMO-LUMO gap (spin up / spin down): 6.0924 / 6.4901 eV
maximum force: 0.228 Eh/bohr
LUMO energy (spin up / spin down): 0.6 / 1.0 eV

ORCA input file:
```
! RIJCOSX wB97M-V def2-TZVPD def2/J DEFGRID3
* xyz -2 3
V -12.2939 10.4010 -11.8098
Y -10.2884 13.3605 -13.0113
N -9.5485 7.0894 -16.1887
S -8.1787 6.4710 -16.9808
O -6.8399 6.8311 -16.4816
O -8.3991 5.9996 -18.3699
F -8.3903 5.0645 -16.2527
S -8.9124 8.4650 -15.7056
O -9.8044 9.2473 -14.8953
O -8.0468 9.1960 -16.6353
F -7.8112 7.9180 -14.5757
N -12.7467 10.2676 -13.7780
S -12.2482 11.1346 -15.2089
O -11.9518 10.4410 -16.4561
O -11.3931 12.2462 -14.6481
F -13.5518 12.0421 -15.3151
S -13.4746 9.1541 -14.5141
O -12.7585 8.0542 -15.0392
O -14.7657 9.5199 -15.0320
F -14.0009 8.6205 -13.0854
N -9.7210 14.7563 -11.4271
S -10.3413 16.2720 -10.9213
O -9.9032 17.5041 -11.5846
O -10.6831 16.4474 -9.5353
F -11.7627 15.9397 -11.6690
S -8.4788 14.8820 -10.4284
O -8.5383 14.1573 -9.1794
O -7.6723 16.1092 -10.4708
F -7.6523 13.8524 -11.1655
N -11.7993 5.9354 -13.5266
S -11.2813 6.7118 -12.0766
O -11.0523 5.9165 -10.9094
O -11.8273 8.0545 -11.9882
F -9.8081 6.9890 -12.6701
S -12.8806 5.0736 -12.8821
O -13.9637 5.7566 -12.2051
O -12.5141 3.7966 -12.2574
F -13.4711 4.6841 -14.3603
N -8.6676 13.8727 -14.4072
S -7.9086 13.2694 -15.6770
O -6.5073 12.9328 -15.6518
O -8.4692 13.7578 -16.9469
F -8.5244 11.8002 -15.5052
S -7.5781 15.2181 -14.4388
O -7.5733 16.1539 -15.5722
O -6.4595 15.0805 -13.4870
F -8.5457 16.0061 -13.4549
N -12.2632 10.0925 -9.8390
S -12.8051 9.1297 -8.7122
O -13.8944 9.4006 -7.7348
O -11.9263 8.0457 -8.3755
F -13.6888 8.2897 -9.7275
S -11.7822 11.1592 -8.5495
O -10.5969 10.8215 -7.7589
O -12.8488 12.0381 -7.9508
F -11.2824 12.2412 -9.6714
C -13.6048 13.6414 -11.9450
O -12.5609 12.6888 -12.0706
H -13.3962 14.3848 -11.1755
H -13.8465 14.1322 -12.8877
H -14.5719 13.1879 -11.7278
C -8.8665 10.6012 -12.0173
O -10.2545 10.9400 -12.3657
H -8.9983 10.1175 -11.0494
H -8.4123 9.9294 -12.7456
H -8.3547 11.5591 -11.9244
C -3.4637 9.4116 -10.6696
C -4.5943 9.5615 -11.4706
C -4.5254 9.3343 -12.8825
C -3.3630 8.6664 -13.3832
C -2.2881 8.4021 -12.5100
C -2.2644 8.9105 -11.1820
N -3.3507 8.2408 -14.7895
O -2.5875 7.3392 -15.1420
O -4.1404 8.6982 -15.5737
H -3.5302 9.5322 -9.5985
H -5.4138 10.1006 -11.0186
H -5.4861 9.5498 -13.3265
H -1.3934 7.8686 -12.7951
H -1.4268 8.8768 -10.5011
C -6.1656 11.6042 -8.9073
C -6.3700 10.7698 -7.8523
C -5.4926 10.9892 -6.7792
C -4.4754 11.9337 -6.8366
C -4.2300 12.6781 -8.0905
C -5.0642 12.4739 -9.1523
N -3.6593 12.1925 -5.6339
O -2.9888 13.2538 -5.6587
O -3.5740 11.2813 -4.7479
H -6.9302 11.5247 -9.6659
H -7.1569 10.0422 -7.9850
H -5.7191 10.6434 -5.7814
H -3.4938 13.4671 -8.0484
H -4.9271 13.0241 -10.0715
C -10.5205 19.5794 -16.1261
C -10.5956 18.6147 -17.1917
C -11.1773 17.3581 -16.9800
C -11.4185 16.8943 -15.6856
C -11.1928 17.7322 -14.6104
C -10.8220 19.0548 -14.8620
N -11.8212 15.4922 -15.4878
O -12.4111 14.8302 -16.2873
O -11.6746 14.9659 -14.3720
H -10.2483 20.6157 -16.2620
H -10.5060 19.0355 -18.1823
H -11.5587 16.8213 -17.8361
H -11.3848 17.4090 -13.5979
H -10.8218 19.6443 -13.9571
C -6.7319 4.7989 -12.5747
C -7.1055 3.6694 -13.2295
C -6.5668 3.3805 -14.4287
C -5.6557 4.2054 -15.0566
C -5.4096 5.3846 -14.4040
C -5.8756 5.6628 -13.1474
N -5.1024 3.8018 -16.2875
O -5.1519 2.5706 -16.5415
O -4.5843 4.6724 -16.9858
H -7.1948 5.1319 -11.6575
H -7.8575 3.0600 -12.7504
H -6.8986 2.4972 -14.9541
H -4.7337 6.0388 -14.9346
H -5.5948 6.5728 -12.6379
C -7.0756 2.8943 -8.7461
C -8.2691 3.5165 -8.8661
C -8.3718 4.9654 -8.7085
C -7.1718 5.7748 -8.6551
C -5.9297 5.0647 -8.6118
C -5.8871 3.6927 -8.7814
N -7.2057 7.1883 -8.7402
O -8.2185 7.7110 -9.0779
O -6.2170 7.8615 -8.5419
H -7.0093 1.8238 -8.6194
H -9.2158 3.0368 -8.6658
H -9.3293 5.4635 -8.6698
H -4.9949 5.5881 -8.4757
H -4.9162 3.2379 -8.6519
C -19.1273 10.9672 -13.2173
C -17.8523 11.1631 -13.7862
C -16.7198 11.0906 -13.0739
C -16.8658 10.8843 -11.7168
C -18.1215 10.6405 -11.1223
C -19.2572 10.6475 -11.8948
N -15.6182 10.7617 -10.8738
O -15.8189 11.1315 -9.7146
O -14.5405 10.3169 -11.3223
H -20.0159 10.9328 -13.8300
H -17.7895 11.3533 -14.8475
H -15.8148 11.3506 -13.6029
H -18.3284 10.3712 -10.0971
H -20.2417 10.4097 -11.5196
*
```